(1)
# C37H38N2O5S2

2 unconnected molecules or ions with the total composition C37H38N2O5S2 in a non-equilibrium geometry (ωB97M-V/def2-TZVPD, the OMol25 dataset).

Its total energy is -2714.633199 a.u. Its relative energy (zero: lowest compared OMol25 entry of this formula, charge and spin) is 0.00 kcal per mole. The frontier orbital gap comes out at 0.099 Eh.

Structure (ORCA input):
```
! wB97M-V def2-TZVPD RIJCOSX def2/J DEFGRID3
* xyz 0 1
C -6.82079 -0.31742 0.16265
C -6.72062 -1.63281 -0.60876
N -5.45344 -2.25872 -0.34726
C -5.18092 -3.65216 -0.62110
C -3.65914 -3.78984 -0.35785
C -3.19863 -2.40282 -0.04763
C -1.96838 -1.84073 0.21389
C -1.85940 -0.42024 0.43658
C -0.61481 0.11627 0.85189
C -0.39315 1.36949 1.47420
C 0.95956 1.85272 1.57943
C 1.20226 3.12167 2.04869
C 0.10225 3.94106 2.37432
N 0.50230 5.17411 2.74496
C -0.40199 6.18765 3.21587
C -1.78448 5.97954 2.59772
C -2.28536 4.52624 2.69069
C -1.23432 3.51923 2.34250
C -1.44777 2.18812 2.00663
C 1.94286 5.29174 2.79888
C 2.44497 3.91191 2.29937
C -3.02407 0.39158 0.22164
C -4.28602 -0.16863 0.07022
C -4.32958 -1.56174 -0.07772
C -5.57974 0.58188 0.01115
H -7.71263 0.21968 -0.17183
H -6.95763 -0.55028 1.22562
H -7.50864 -2.33776 -0.31231
H -6.83684 -1.44385 -1.69336
H -5.77990 -4.29698 0.03838
H -5.44856 -3.91030 -1.65829
H -3.48294 -4.48428 0.47088
H -3.15856 -4.20204 -1.24055
H -1.07258 -2.45785 0.28975
H 0.26697 -0.50708 0.69390
H 1.77576 1.20606 1.26088
H -0.47214 6.15188 4.31954
H 0.01935 7.16520 2.94549
H -2.49474 6.65289 3.08533
H -1.73501 6.26544 1.53978
H -2.65699 4.33311 3.70758
H -3.14144 4.40095 2.01749
H -2.44438 1.76660 2.13583
H 2.28623 6.11686 2.15723
H 2.28386 5.51329 3.82230
H 3.07866 3.44586 3.06272
H 3.05550 4.02881 1.39712
H -2.92309 1.47629 0.18562
H -5.64008 1.12873 -0.94115
H -5.59372 1.34013 0.80350
C 0.76234 -1.49268 -3.62559
O 1.70120 -1.11924 -2.49473
C 2.54552 -1.89969 -1.86261
S 3.79048 -1.05331 -0.86311
C 4.48005 0.05571 -2.09167
C 5.51654 -0.39914 -2.90836
C 5.90588 0.37417 -4.00181
C 5.26596 1.59105 -4.25248
C 4.23680 2.04244 -3.42001
C 3.84028 1.27234 -2.32824
O 3.12370 -0.24975 0.14159
O 4.83521 -1.97499 -0.47394
S 2.95175 -3.56061 -2.34285
C 3.02180 -4.30310 -0.71235
C 4.20422 -4.85444 -0.22489
C 4.22648 -5.37322 1.07150
C 3.07481 -5.32727 1.86093
C 1.90016 -4.74639 1.36921
C 1.87123 -4.23562 0.07165
O 1.83108 -4.18497 -3.03014
O 4.27625 -3.61606 -2.92127
H -0.15421 -0.95088 -3.39224
H 1.21709 -1.12784 -4.54954
H 0.59714 -2.56903 -3.64332
H 5.99601 -1.35131 -2.68647
H 6.70503 0.01051 -4.64912
H 5.56387 2.18792 -5.11169
H 3.73166 2.98956 -3.61344
H 3.05217 1.60358 -1.65385
H 5.09435 -4.86221 -0.85126
H 5.15514 -5.80335 1.45255
H 3.08855 -5.74473 2.86632
H 0.99900 -4.68956 1.98352
H 0.97442 -3.76735 -0.33466
*
```

Atom charges from the Mulliken analysis, given in e for atoms 1 to 2: C -0.8089; C -0.6266

=====

(2)
# C28H42O21

7 unconnected molecules or ions with the total composition C28H42O21 in a non-equilibrium geometry (ωB97M-V/def2-TZVPD, the OMol25 dataset).

Its total energy is -2672.246224 a.u. Its relative energy (zero: lowest compared OMol25 entry of this formula, charge and spin) is 36.51 kcal per mole. Its SMILES is C[C@H]1COC(=O)O1.C[C@H]1COC(=O)O1.C[C@H]1COC(=O)O1.C[C@H]1COC(=O)O1.C[C@H]1COC(=O)O1.C[C@H]1COC(=O)O1.C[C@H]1COC(=O)O1. The frontier orbital gap comes out at 0.397 Eh.

Structure (ORCA input):
```
! wB97M-V def2-TZVPD RIJCOSX def2/J DEFGRID3
* xyz 0 1
C 3.03613 2.83668 -2.05968
C 3.08244 1.87460 -3.26715
C 1.84334 0.99187 -3.45538
O 1.42497 1.23407 -4.78989
C 2.12991 2.20389 -5.32830
O 1.98685 2.63782 -6.42855
O 3.00877 2.72974 -4.43544
H 3.77716 3.61869 -2.18330
H 3.17224 2.25978 -1.14752
H 2.01890 3.22441 -2.14403
H 3.99031 1.27639 -3.19255
H 1.11373 1.15112 -2.65849
H 2.08833 -0.06844 -3.41522
C 6.82355 -2.96674 -1.34982
C 5.31580 -2.88185 -1.56299
C 4.62490 -1.60607 -1.02208
O 3.92551 -1.11540 -2.17920
C 4.35248 -1.74153 -3.29477
O 4.02139 -1.48262 -4.41061
O 5.16783 -2.76543 -2.98700
H 7.34667 -3.77871 -1.84144
H 6.95627 -3.09543 -0.26466
H 7.32043 -2.01205 -1.53378
H 4.85012 -3.80478 -1.21158
H 5.47174 -0.99016 -0.71956
H 3.95487 -1.86147 -0.21066
C 1.44721 1.00311 4.74623
C 0.77998 1.12322 6.10316
C -0.64810 0.44794 6.14317
O -0.50832 -0.59475 7.06317
C 0.66783 -0.48223 7.73863
O 0.95021 -1.18957 8.64137
O 1.49356 0.29856 7.04054
H 1.05114 0.08662 4.30787
H 2.53323 1.00134 4.76048
H 1.07207 1.80621 4.10933
H 0.67039 2.12582 6.51032
H -0.96678 0.10389 5.15273
H -1.48686 1.11652 6.36121
C 0.27441 -1.05408 -7.36438
C -0.05591 -1.87304 -6.14441
C 1.11415 -2.48088 -5.35503
O 0.74689 -2.13551 -4.00190
C -0.38659 -1.39190 -3.98134
O -0.87750 -0.95299 -2.97857
O -0.74397 -1.06980 -5.20516
H 1.01893 -1.42709 -8.07187
H 0.71617 -0.09243 -7.08830
H -0.62258 -0.89683 -7.96415
H -0.72946 -2.67877 -6.44279
H 2.15260 -2.26670 -5.59254
H 1.04602 -3.55695 -5.53583
C 1.10500 -0.23735 1.08979
C 0.17016 0.93575 0.74513
C -0.95156 0.45798 -0.16495
O -2.02396 0.22441 0.73457
C -1.78232 0.82051 1.93231
O -2.50087 0.79133 2.87348
O -0.54657 1.34769 1.88832
H 1.83261 -0.48209 0.31347
H 0.44500 -1.10658 1.18881
H 1.66352 -0.20680 2.02579
H 0.76076 1.75357 0.34201
H -0.74575 -0.45412 -0.71086
H -1.17444 1.35059 -0.75958
C -3.66436 -1.72057 -1.21631
C -4.41205 -1.71424 -2.51515
C -4.08935 -0.53587 -3.49332
O -3.47133 -1.13996 -4.63341
C -3.50664 -2.45132 -4.49087
O -2.98142 -3.20809 -5.26521
O -4.01863 -2.84259 -3.32243
H -3.77639 -2.74642 -0.85695
H -4.19725 -1.05576 -0.53804
H -2.62285 -1.44749 -1.36543
H -5.47686 -1.70575 -2.27410
H -3.45620 0.23114 -3.05680
H -5.04693 -0.12208 -3.80982
C -4.63398 1.59549 5.62762
C -4.96956 2.73535 6.53542
C -4.92209 2.47653 8.05994
O -4.15323 3.56641 8.54206
C -3.60461 4.27873 7.52603
O -2.87896 5.20715 7.60925
O -3.95563 3.72213 6.34100
H -3.74577 1.02348 5.91538
H -4.36268 1.94916 4.63409
H -5.42942 0.84694 5.62374
H -5.97139 3.12226 6.33049
H -4.51179 1.47387 8.21407
H -5.90554 2.42849 8.52218
*
```

Atom charges from the Mulliken analysis, given in e for atoms 1 to 2: C -1.3899; C 0.8562

=====

(3)
# CH6ClIN2OP

A molecular structure, CH6ClIN2OP in a non-equilibrium geometry (ωB97M-V/def2-TZVPD, the OMol25 dataset).

Its total energy is -1325.401877 a.u. Its relative energy (zero: lowest compared OMol25 entry of this formula, charge and spin) is 58.31 kcal per mole. The frontier orbital gap comes out at 0.338 Eh.

Structure (ORCA input):
```
! wB97M-V def2-TZVPD RIJCOSX def2/J DEFGRID3
* xyz 1 1
C -1.42005 -0.61101 -0.50679
N 0.61172 -0.19094 1.60656
N 0.60203 1.58440 -0.48838
O 1.44406 -0.72756 -0.63582
P 0.31421 0.10193 0.02959
Cl -1.48190 -2.30269 -0.23386
I -2.89600 0.75986 0.25126
H -1.44936 -0.39981 -2.23080
H 1.07297 -1.03329 1.89296
H 0.16801 0.26966 2.39863
H 1.42818 1.88133 -0.89345
H -0.13014 2.15504 -1.01388
H 1.73629 -1.48691 -0.17601
*
```

Atom charges from the Mulliken analysis, given in e for atoms 1 to 2: C -0.3479; N -0.3795

=====

(4)
# C22H35Br3Cl3NO12Zr

A molecular structure, C22H35Br3Cl3NO12Zr in a non-equilibrium geometry (ωB97M-V/def2-TZVPD, the OMol25 dataset).

Its total energy is -10965.506831 a.u. The expectation value of S² is 0.7551. The frontier orbital gap (alpha / beta) comes out at 0.163 / 0.154 Eh.

Structure (ORCA input):
```
! wB97M-V def2-TZVPD RIJCOSX def2/J DEFGRID3
* xyz 3 2
Zr 12.84705 -11.13860 26.24954
C 8.67281 -11.97526 25.08746
C 8.43670 -11.86645 26.60547
C 7.46750 -13.02506 26.94313
C 7.18243 -13.18677 28.40330
C 8.49166 -13.22576 29.20152
C 9.54794 -12.09486 28.94853
N 9.72015 -12.01108 27.46418
O 10.72741 -10.99982 27.12780
C 10.87563 -12.63255 29.43334
C 9.23187 -10.77041 29.72531
C 7.65523 -10.53596 26.77704
H 9.27326 -11.29580 24.48257
H 7.65573 -12.00466 24.69656
H 9.15254 -12.90320 24.77622
H 7.73913 -13.98056 26.49442
H 6.52676 -12.90265 26.40633
H 6.53094 -14.01502 28.68200
H 6.49960 -12.40996 28.74741
H 8.92896 -14.22314 29.15553
H 8.13230 -13.18591 30.22981
H 11.51336 -11.84798 29.84059
H 11.50379 -13.28422 28.82602
H 10.62025 -13.29743 30.25846
H 9.77879 -10.56870 30.64635
H 8.17315 -10.81371 29.98093
H 9.43908 -9.87979 29.13207
H 8.42696 -9.77054 26.69540
H 7.33749 -10.39961 27.81075
H 6.74534 -10.42313 26.18759
C 11.91492 -14.75642 24.27650
C 12.17550 -13.48787 25.08720
O 12.14477 -12.40403 24.53650
O 12.57316 -13.30857 26.23262
H 10.99518 -15.21012 24.64574
H 12.73454 -15.41549 24.56277
H 11.79509 -14.58540 23.20670
C 8.61923 -14.00179 21.46795
Br 8.62711 -14.56437 19.54151
Br 6.80705 -13.88196 22.22463
Br 9.35848 -12.11430 21.54170
H 9.28385 -14.66534 22.02119
C 9.89456 -17.19593 27.44111
Cl 9.89350 -19.00236 27.42703
Cl 8.66416 -16.63172 26.37297
Cl 11.41094 -16.64175 26.88718
H 9.67351 -16.86344 28.45536
C 15.05515 -19.16947 24.80965
C 14.10496 -18.04646 24.31856
O 15.08942 -16.91728 24.37152
C 16.36341 -17.34884 24.66656
O 17.39314 -16.70459 24.67008
O 16.32596 -18.68194 24.78064
H 15.03180 -19.97861 24.07968
H 14.92621 -19.62319 25.79230
H 13.19887 -17.88915 24.90367
H 13.83841 -18.24472 23.28042
C 11.85129 -7.82629 21.74301
C 10.42062 -7.93694 22.23253
O 10.59562 -8.61902 23.47154
C 11.77866 -9.00315 23.59607
O 12.18828 -9.65243 24.55628
O 12.52042 -8.70579 22.56492
H 12.19000 -6.80609 21.92346
H 11.93485 -8.00850 20.67160
H 9.93958 -8.58910 21.50357
H 9.91317 -6.97341 22.27967
C 15.61750 -12.32814 31.12648
C 15.84619 -13.60589 30.38889
O 15.32890 -13.30953 29.05614
C 14.58701 -12.17070 29.00966
O 13.85351 -11.71608 28.12087
O 14.91418 -11.52664 30.11876
H 16.46819 -11.73470 31.46151
H 14.94965 -12.65397 31.92392
H 15.37776 -14.46756 30.86450
H 16.92975 -13.70860 30.44757
*
```

Atom charges from the Mulliken analysis, given in e for atoms 1 to 2: Zr 2.1252; C -1.4078

=====

(5)
# C4H7NO

C4H7NO in the gas phase (ωB97M-V/def2-TZVPD, the OMol25 dataset).

Its total energy is -286.559139 a.u. Its relative energy (zero: lowest compared OMol25 entry of this formula, charge and spin) is 45.50 kcal per mole. Its SMILES is CC(=O)[C@H]1CN1. The frontier orbital gap comes out at 0.396 Eh.

Structure (ORCA input):
```
! wB97M-V def2-TZVPD RIJCOSX def2/J DEFGRID3
* xyz 0 1
C 1.59530 -0.32054 0.61327
C 0.73319 0.69714 -0.11028
O 0.82448 1.90122 0.01792
C -0.36641 -0.00890 -0.85098
C -1.42375 -0.39969 0.11211
N -1.71536 0.48715 -1.00472
H 1.97127 -1.08416 -0.07771
H 0.95736 -0.85820 1.32711
H 2.40890 0.14668 1.16286
H -0.04763 -0.71818 -1.61364
H -1.33424 0.04648 1.10395
H -1.84409 -1.39788 0.10779
H -1.80516 1.44742 -0.68794
*
```

Atom charges from the Mulliken analysis, given in e for atoms 1 to 2: C -1.0659; C 0.5702